No. 1
One molecule with the formula C5H6N2 in a non-equilibrium geometry. Source: the OMol25 dataset; level of theory: wB97M-V/def2-TZVPD.

Results
Gap between HOMO and LUMO ... 11.313 eV
LUMO energy ... 0.0322 Ha
SMILES ... C=C[C@H](C#N)N=C
HOMO ... -10.44 eV
Energy relative to the best compared isomer or geometry (same formula, charge and spin) ... 1.921 eV

Last column: Mulliken charge in e.
Cartesian coordinates (Å):
C  1.5379  0.8839  -0.7673  -0.67
C  0.9292  -0.2586  -1.0527  -0.18
C  -0.4081  -0.6512  -0.4398  0.22
C  -1.4013  0.4314  -0.6007  0.14
N  -2.1941  1.2731  -0.6744  -0.44
N  -0.1876  -1.0859  0.9369  -0.41
C  -0.6706  -0.4175  1.8965  -0.28
H  1.0868  1.6127  -0.0969  0.25
H  2.5184  1.1221  -1.1677  0.27
H  1.3955  -0.9894  -1.7065  0.31
H  -0.8100  -1.5213  -0.9691  0.27
H  -0.4685  -0.7635  2.9121  0.26
H  -1.2801  0.4859  1.7717  0.26

---

No. 2
C5H6N2 as an isolated structure in a non-equilibrium geometry. Source: the OMol25 dataset; level of theory: wB97M-V/def2-TZVPD.

Results
Gap between HOMO and LUMO ... 9.789 eV
LUMO energy ... 0.0034 Ha
HOMO ... -9.70 eV
Energy relative to the best compared isomer or geometry (same formula, charge and spin) ... 5.664 eV

Last column: Mulliken charge in e.
Cartesian coordinates (Å):
C  0.5722  2.5073  -0.5645  -0.48
C  0.5705  1.1616  -0.6305  -0.32
C  -0.2915  0.1500  0.3380  0.55
C  -0.6331  -2.0175  0.9416  -0.32
C  0.2341  -1.3256  -0.0703  -0.42
H  0.9314  3.1440  -1.6303  0.22
H  0.0638  2.7827  0.3561  0.31
H  0.6838  0.6600  -1.9096  0.13
H  -0.9248  -2.9796  1.1210  0.45
H  1.2489  -1.5048  0.1233  0.35
H  -0.1390  -1.5508  -1.0973  0.34
N  -0.9220  0.1615  1.4702  -0.43
N  -1.3943  -1.1888  1.5523  -0.37

---

No. 3
One molecule with the formula C5H6N2O in a non-equilibrium geometry. Source: the OMol25 dataset; level of theory: wB97M-V/def2-TZVPD.

Results
Gap between HOMO and LUMO ... 9.787 eV
LUMO energy ... 0.0176 Ha
SMILES ... O[C@H]1[C@H]2C=NN=C[C@@H]12
HOMO ... -9.31 eV
Energy relative to the best compared isomer or geometry (same formula, charge and spin) ... 6.790 eV

Last column: Mulliken charge in e.
Cartesian coordinates (Å):
O  0.4487  1.7884  -0.4027  -0.57
C  -0.2090  0.6531  -1.0304  -0.47
C  0.2402  -0.8991  -0.6867  -0.33
C  1.2489  -1.0307  0.4155  -0.26
N  1.1419  -0.4249  1.4456  -0.40
N  0.0904  0.5181  1.6134  -0.52
C  -0.9334  0.3948  0.8930  -0.04
C  -1.0063  -0.3370  -0.4105  0.08
H  0.9342  1.1667  0.4867  0.53
H  -0.3623  0.9745  -2.1312  0.35
H  0.1448  -1.5235  -1.5320  0.48
H  2.0221  -1.7898  0.6836  0.41
H  -1.7855  1.0143  1.5378  0.30
H  -1.9747  -0.5049  -0.8820  0.42